No. 1
This record from OMol25 describes C23H38F3NO3Sn as an isolated structure in a non-equilibrium geometry. The level of theory is the ωB97M-V functional and the def2-TZVPD basis.

Results
HOMO level (eV): -13.5
Orbital gap (hartree): 0.1584
Total charge: +2

```
69
Properties=species:S:1:pos:R:3:forces:R:3
C 4.77118 -2.73466 -1.74298 -0.50 -1.03 -1.27
C 4.96616 -1.64157 -1.29076 0.13 2.19 1.33
C 5.13819 -0.28851 -0.54453 -0.16 -1.21 -1.41
C 3.76937 0.51458 -0.46030 -0.58 -1.41 1.64
C 3.97317 1.62966 0.66983 0.74 0.95 -0.88
C 4.28391 3.10870 0.17284 0.83 -0.33 1.20
O 5.26816 3.14672 -0.86862 -1.71 0.21 0.06
C 3.02132 4.00958 -0.14506 2.92 2.53 -1.06
F 3.31279 5.27488 0.31283 -1.15 -2.06 -0.54
F 2.72407 4.15863 -1.46308 -0.27 -0.70 1.97
F 1.82862 3.61905 0.55859 1.57 0.70 -0.07
C 3.02230 0.81877 -1.80635 1.88 -0.89 -0.74
C 3.76111 1.46843 -3.03630 -0.59 -0.49 -0.38
N 1.66748 1.33288 -1.36006 -0.63 -2.75 1.01
C 1.37649 0.44890 -0.21918 0.95 -0.83 -0.19
O 0.21917 0.56454 0.30476 1.98 -0.04 -0.36
C 2.61811 -0.45050 0.16234 -0.91 0.66 0.29
C 2.78048 -0.98239 1.63782 0.35 -0.83 -0.04
C 1.96754 -2.33789 1.91448 -0.58 0.74 0.82
C 0.49946 -2.30112 1.33882 0.54 -0.23 0.68
C -0.39888 -3.54645 1.72984 -0.52 1.08 -0.69
C -1.66073 -3.49783 0.75021 0.29 0.63 0.35
C -2.38002 -2.08309 0.77608 -0.78 0.26 0.43
C -3.95763 -2.15456 0.58282 0.03 1.01 -1.10
C -4.40586 -1.02552 -0.45735 -0.15 -0.69 -0.18
C -5.97382 -1.01064 -0.68415 0.61 -0.11 0.42
C -6.77696 -0.20379 0.40923 -0.80 0.28 -0.58
C -6.23581 1.24422 0.69015 0.51 -1.03 -0.04
O -5.92646 1.83412 -0.59349 -0.02 1.02 1.41
C -5.57553 3.22805 -0.42124 -0.73 0.19 -0.48
H 4.55710 -3.65011 -2.33259 0.43 1.09 0.99
H 5.53770 -0.55129 0.47691 -0.56 0.52 -1.01
H 5.90637 0.35047 -1.07158 -0.76 -0.69 0.61
H 3.14550 1.70453 1.43072 0.67 -0.20 -0.81
H 4.88591 1.31565 1.25912 -1.10 0.44 -0.60
H 4.78660 3.62570 1.05014 -1.10 -0.40 -0.70
H 5.20848 4.00694 -1.33793 0.35 -0.59 0.35
H 2.78316 -0.22514 -2.18652 0.44 1.07 0.45
H 3.45967 0.86776 -3.94790 0.30 0.75 0.98
H 4.86341 1.29250 -2.91918 -1.09 0.54 -0.05
H 3.48595 2.52808 -3.26428 0.55 -0.84 0.51
H 1.07144 0.89469 -2.09040 -0.45 1.16 0.25
H 2.45324 -1.40381 -0.43637 0.44 1.12 0.05
H 2.59437 -0.20634 2.42891 -0.11 -0.68 -0.82
H 3.86960 -1.27669 1.75081 -1.11 0.55 -0.23
H 2.55115 -3.24675 1.60121 -0.56 0.99 0.07
H 1.86232 -2.37989 3.04195 0.26 -0.20 -1.22
H 0.00250 -1.40152 1.81431 0.52 -0.86 -0.89
H 0.54432 -2.19100 0.21260 -0.28 -0.11 1.07
H -0.74565 -3.35674 2.79112 0.43 -0.59 -1.09
H 0.16441 -4.51154 1.63538 -0.57 0.86 0.19
H -2.43528 -4.27026 1.01248 1.00 0.58 -0.33
H -1.27691 -3.63999 -0.30439 -0.57 -0.25 1.09
H -2.21611 -1.52377 1.75164 0.05 -0.78 -0.94
H -1.99164 -1.39376 -0.03654 -0.20 -0.85 0.78
H -4.53494 -1.98862 1.53216 0.73 -0.37 -0.72
H -4.27682 -3.12811 0.12280 0.36 0.76 0.60
H -3.93597 -1.28405 -1.45830 -0.36 0.30 1.11
H -4.00156 -0.00674 -0.16348 -0.54 -1.06 -0.22
H -6.16795 -0.63789 -1.72841 -0.02 -0.23 1.22
H -6.32212 -2.08696 -0.62028 0.30 1.18 -0.27
H -6.89459 -0.81562 1.34838 0.35 0.80 -0.78
H -7.82875 -0.07597 0.00585 1.10 -0.18 0.48
H -5.27089 1.20245 1.27945 -0.84 -0.02 -0.31
H -6.96421 1.86522 1.28976 0.57 -0.63 -0.77
H -5.80006 3.58866 0.62510 0.31 -0.35 -1.09
H -6.22678 3.80234 -1.14445 0.87 -0.40 0.80
H -4.49353 3.42356 -0.67085 -0.88 -0.29 0.25
Sn -0.02678 2.64086 0.33542 -2.22 0.03 -0.58
```
Forces are in eV/Å.

=====

No. 2
This record from OMol25 describes the molecule C23H38O. The level of theory is the ωB97M-V functional and the def2-TZVPD basis.

Results
HOMO level (eV): -8.6
SMILES: CC(=O)CC/C=C(/C)CC/C=C(/C)CC/C=C(\C)CCC=C(C)C
Relative energy (zero: lowest compared OMol25 entry of this formula, charge and spin) (kcal per mole): 5.7
Orbital gap (hartree): 0.3407
Total charge: 0

```
62
Properties=species:S:1:pos:R:3:forces:R:3
C 4.01462 -3.99133 3.84814 0.18 0.09 0.35
C 2.67004 -3.82660 4.50741 0.15 -0.22 -0.43
O 2.53864 -3.60402 5.68458 -0.08 0.09 0.17
C 1.48803 -3.94092 3.56914 -0.39 0.17 0.24
H 0.69208 -4.49350 4.07164 0.07 -0.08 0.02
C 0.95983 -2.53085 3.22604 0.08 -0.18 -0.13
C 1.99401 -1.70615 2.52066 -0.11 0.05 0.06
C 2.17797 -1.62663 1.20712 0.16 0.01 -0.04
C 3.26248 -0.77123 0.62164 -0.04 -0.06 0.14
H 3.97065 -1.38685 0.06613 0.07 -0.01 -0.09
H 2.83866 -0.04823 -0.07394 0.02 0.11 -0.12
H 3.80258 -0.23201 1.39568 0.06 0.07 0.03
C 1.31920 -2.33618 0.19710 -0.16 0.22 0.22
H 1.92608 -2.61419 -0.66767 -0.01 -0.08 -0.01
H 0.89908 -3.25119 0.61518 0.00 -0.10 -0.04
C 0.16778 -1.43224 -0.28469 0.16 -0.25 -0.14
C -0.69823 -2.16471 -1.26038 0.01 0.13 0.09
C -0.66923 -2.07514 -2.58508 -0.02 -0.14 -0.12
C -1.57955 -2.91136 -3.43870 0.06 -0.01 0.15
H -0.99604 -3.63636 -4.00731 0.00 -0.05 -0.11
H -2.11556 -2.28917 -4.15424 -0.10 0.03 -0.12
H -2.30394 -3.45209 -2.83462 -0.08 -0.05 0.01
C 0.23800 -1.15888 -3.36020 -0.09 0.10 0.05
H 0.52302 -1.65582 -4.29088 0.09 -0.03 0.02
H 1.14981 -0.95027 -2.80019 0.10 0.00 -0.03
C -0.44977 0.17592 -3.71218 0.10 -0.03 0.08
C -0.62795 1.04380 -2.50643 -0.03 -0.01 -0.15
C -1.75464 1.23269 -1.82916 0.12 0.04 0.16
C -3.06110 0.59731 -2.21609 0.07 0.00 -0.12
H -3.82831 0.81988 -1.47938 -0.12 0.00 0.04
H -3.40056 0.96626 -3.18404 -0.12 -0.02 -0.06
H -2.95396 -0.48300 -2.28291 -0.07 -0.10 -0.03
C -1.79489 2.14769 -0.63874 0.01 0.12 -0.29
H -0.78267 2.36282 -0.29193 0.02 -0.01 0.05
H -2.33669 1.66774 0.17994 0.02 -0.01 0.10
C -2.48917 3.47841 -0.98644 0.18 -0.07 0.21
C -2.53406 4.38394 0.20581 -0.13 -0.05 -0.13
C -1.62658 5.28588 0.56026 0.01 0.17 0.13
C -0.36854 5.58078 -0.20084 -0.17 -0.14 -0.05
H 0.49821 5.32930 0.41084 0.11 0.02 0.02
H -0.30658 5.01964 -1.12732 0.08 -0.03 -0.11
H -0.31092 6.64460 -0.43066 0.06 0.08 -0.03
C -1.79194 6.11327 1.80208 -0.07 -0.15 -0.07
H -0.94534 5.96241 2.47160 0.07 0.05 0.10
H -1.82630 7.17267 1.54813 0.02 0.11 0.03
H -2.70472 5.85387 2.33184 -0.07 0.01 0.07
H -3.39226 4.23896 0.85034 -0.08 0.07 0.17
H -3.50807 3.27383 -1.32049 -0.01 0.03 -0.10
H -1.95553 3.94329 -1.81681 -0.04 -0.04 -0.05
H 0.27486 1.53835 -2.16783 0.10 0.10 0.16
H 0.17879 0.70274 -4.43576 -0.09 -0.02 -0.07
H -1.41063 -0.02572 -4.18503 -0.03 0.01 -0.11
H -1.38562 -2.86894 -0.80627 -0.16 -0.12 -0.03
H 0.57336 -0.52655 -0.73045 0.00 0.08 0.06
H -0.43163 -1.13378 0.57829 0.03 0.09 0.03
H 2.65655 -1.15389 3.17541 0.15 0.15 -0.01
H 0.06366 -2.63694 2.61414 -0.06 0.02 0.04
H 0.67990 -2.03636 4.15790 -0.09 -0.04 -0.03
H 1.77344 -4.45974 2.65413 0.00 -0.02 -0.03
H 4.07372 -3.34769 2.97294 0.00 0.00 -0.12
H 4.81389 -3.75447 4.54541 0.03 0.01 0.04
H 4.12203 -5.02304 3.51715 -0.01 -0.10 -0.10
```
Forces are in eV/Å.

=====

No. 3
This record from OMol25 describes a 6-piece molecular cluster, C23H39F7O20SSi overall in a non-equilibrium geometry. The level of theory is the ωB97M-V functional and the def2-TZVPD basis.

Results
HOMO level (eV): -10.7
SMILES: CC(=O)OC(=O)C[Si@@H](C)S(=O)(=O)C(F)(F)C(F)(F)C(F)(F)F.COC(=O)OC.COC(=O)OC.COC(=O)OC.COC(=O)OC.COC(=O)OC
Orbital gap (hartree): 0.3924
Total charge: 0

```
91
Properties=species:S:1:pos:R:3:forces:R:3
C -1.53440 5.54378 5.41469 0.51 -0.26 0.74
C -0.16981 4.96312 5.01011 -2.29 0.43 1.71
O 0.43846 5.48860 4.17102 1.87 0.46 -1.99
O 0.24368 3.85230 5.74717 -0.92 -0.40 -0.40
C 0.94084 2.89636 5.01496 -1.92 -1.92 1.17
O 1.93251 3.10368 4.46503 3.15 1.39 -1.72
C 0.36964 1.47518 5.00574 0.09 0.18 0.67
Si -1.02839 1.16037 3.76576 -0.69 1.27 1.43
C -1.91150 2.69032 3.12627 -0.15 -0.57 -0.53
S -0.43888 -0.04802 2.02129 -2.35 -2.25 -1.27
O -1.41313 0.25614 0.99362 0.63 1.65 -0.15
O -0.51318 -1.46569 2.29028 1.45 0.05 1.06
C 1.29829 0.39592 1.52380 -0.40 0.07 -0.96
F 1.42788 1.71307 1.73396 0.07 0.35 0.42
F 2.10188 -0.30684 2.30907 0.48 -0.01 0.42
C 1.65349 0.13025 0.04186 0.51 -0.37 -0.32
F 0.77579 0.66368 -0.79432 -0.72 0.44 -0.03
F 1.63263 -1.19261 -0.17463 0.30 -0.09 0.35
C 3.05198 0.72295 -0.38996 -1.08 1.08 0.29
F 3.88184 0.86766 0.61807 0.68 -0.56 0.70
F 2.81872 1.94593 -0.85457 -0.10 0.61 -0.27
F 3.59024 0.03192 -1.35522 0.44 -0.94 -0.46
H -2.18128 5.62612 4.53348 0.22 -0.22 0.21
H -2.00791 4.99626 6.23775 0.00 0.11 -0.34
H -1.33544 6.57266 5.74337 -0.08 -0.26 -0.02
H 1.22010 0.80800 4.79746 -0.21 0.29 -0.05
H 0.03917 1.20204 6.02285 -0.27 0.13 -0.44
H -2.04264 0.35258 4.47042 0.18 -0.41 -0.35
H -1.42688 3.07450 2.21805 -0.06 0.27 0.44
H -2.07503 3.44492 3.90368 0.30 -0.12 -0.24
H -2.91439 2.35490 2.81158 0.35 0.04 0.07
C -4.90853 9.88654 7.94725 -0.20 0.24 -0.11
O -4.26411 8.62850 8.15407 0.08 -0.08 0.04
C -3.32347 8.64380 9.10272 -0.04 -0.03 -0.04
O -2.99797 9.59620 9.76128 -0.03 -0.11 -0.06
O -2.80631 7.41397 9.19174 -0.06 0.02 -0.08
C -1.77890 7.27963 10.17473 0.23 -0.12 0.19
H -5.64491 9.74591 7.15976 0.09 -0.21 0.01
H -5.42025 10.21010 8.85273 0.14 0.04 0.02
H -4.18947 10.63879 7.62532 0.01 0.00 0.15
H -2.16617 7.49913 11.16888 0.04 0.14 -0.05
H -0.93525 7.92800 9.94112 -0.09 0.09 0.08
H -1.44285 6.24563 10.15052 -0.16 -0.01 -0.16
C 1.81932 -3.73193 -1.13599 0.16 0.01 0.12
O 0.92137 -4.74971 -1.58710 0.05 -0.10 -0.13
C 1.33354 -5.40609 -2.66929 -0.12 0.03 0.16
O 2.36455 -5.20987 -3.26711 -0.29 -0.10 0.38
O 0.40925 -6.31817 -2.97833 0.08 0.07 0.03
C 0.71586 -7.10560 -4.12907 -0.01 -0.19 -0.23
H 1.37750 -3.27939 -0.25850 -0.25 -0.30 -0.02
H 2.78079 -4.16485 -0.85939 0.02 0.01 -0.17
H 1.94891 -2.96777 -1.90032 0.07 -0.12 -0.05
H 1.63328 -7.67303 -3.97387 0.04 0.12 -0.04
H 0.79964 -6.47690 -5.01522 0.11 0.01 0.05
H -0.10649 -7.80228 -4.27145 -0.07 0.11 0.18
C 3.58611 -6.34897 -10.49148 0.05 -0.16 -0.36
O 3.03395 -5.66420 -9.36606 -0.02 -0.10 0.11
C 3.59985 -5.98533 -8.19428 -0.09 0.06 0.12
O 4.49670 -6.77240 -8.03768 -0.09 0.07 -0.08
O 2.99547 -5.28023 -7.23803 0.06 -0.08 -0.20
C 3.49834 -5.51871 -5.91587 0.19 0.11 0.08
H 3.05428 -6.01003 -11.37774 -0.12 0.17 0.18
H 4.64235 -6.10754 -10.60875 0.01 -0.12 0.11
H 3.44765 -7.42474 -10.39172 0.14 0.03 0.09
H 4.55131 -5.24473 -5.85161 0.02 -0.17 -0.09
H 3.35677 -6.56048 -5.63375 0.12 0.00 -0.07
H 2.93688 -4.89614 -5.23636 -0.12 0.07 -0.24
C -5.01757 1.27552 8.81260 0.13 0.22 0.17
O -5.91524 0.26911 8.34620 0.00 -0.06 -0.08
C -5.49577 -0.38084 7.25725 -0.11 -0.05 0.04
O -4.46164 -0.18483 6.67056 -0.06 0.04 0.05
O -6.42081 -1.28459 6.93243 0.04 0.08 0.06
C -6.10355 -2.06176 5.77588 -0.01 -0.22 -0.24
H -5.46802 1.72623 9.69355 -0.16 -0.15 -0.05
H -4.06016 0.83752 9.09313 0.01 0.02 -0.14
H -4.87797 2.04737 8.05620 0.09 -0.10 -0.04
H -5.18990 -2.63309 5.93492 0.05 0.13 -0.04
H -6.00733 -1.42387 4.89813 0.13 0.01 0.06
H -6.92651 -2.75408 5.61716 -0.07 0.11 0.19
C 2.90611 -1.70007 -15.24604 -0.03 0.13 -0.28
O 2.85291 -2.64157 -14.17461 0.02 -0.03 0.09
C 3.35038 -2.18689 -13.01964 -0.03 -0.08 0.03
O 3.81617 -1.09299 -12.83350 -0.05 -0.11 -0.04
O 3.23955 -3.15903 -12.11113 -0.01 0.00 -0.10
C 3.73536 -2.81515 -10.81472 0.16 0.02 0.39
H 2.47704 -2.18265 -16.12097 -0.02 -0.17 0.15
H 2.31763 -0.81427 -15.00976 0.13 0.03 0.06
H 3.93712 -1.42580 -15.46665 -0.04 0.09 0.11
H 3.18057 -1.97472 -10.39947 0.10 0.08 -0.11
H 4.80012 -2.58618 -10.85796 -0.07 0.17 -0.08
H 3.59217 -3.67644 -10.16835 -0.15 0.01 -0.24
```
Forces are in eV/Å.